1.
Formula: C19H22N6O4S2
Source: the OMol25 dataset
Level of theory: ωB97M-V with the def2-TZVPD basis set

```
53
Properties=species:S:1:pos:R:3:forces:R:3
C -6.9799 -4.3173 -0.4887 0.1194 0.0299 0.2597
C -6.5240 -2.9910 -0.0094 0.0365 0.7262 -0.3643
C -6.4313 -1.7771 -0.6265 -0.0051 -0.4595 0.2999
C -5.9177 -0.9324 0.3900 -0.2336 -0.9557 0.0762
N -5.6167 0.4110 0.3380 -0.0086 -0.0948 0.5854
C -5.7050 1.2002 -0.7636 0.0549 0.3041 0.1805
O -6.1858 0.8685 -1.8168 -0.1265 -0.0880 -0.2509
C -5.2131 2.6308 -0.5574 0.3301 0.0202 -0.0606
S -3.9638 2.8523 0.7365 -0.2415 0.3349 0.2151
C -2.7452 1.7955 0.0894 0.1050 -0.0584 -0.0691
N -2.8810 1.0333 -0.9631 -0.8750 0.7124 0.2291
N -1.7281 0.3882 -1.1352 1.1611 -0.6943 -0.1675
C -0.8952 0.7402 -0.1871 -0.5231 0.1378 -0.0519
C 0.4584 0.2278 -0.0750 0.4700 -0.1443 -0.0161
C 1.1040 0.0666 1.1515 0.0496 -0.0423 -0.1706
C 2.3956 -0.4268 1.1908 0.0211 -0.0184 0.1522
C 3.0330 -0.7690 0.0148 0.4051 -0.2504 -0.0438
S 4.7280 -1.3362 0.0981 -0.2353 0.4984 0.0320
O 4.9261 -2.0324 1.3356 -0.0661 0.1896 0.1505
O 5.0509 -2.0081 -1.1306 -0.1509 0.1936 -0.0371
N 5.4961 0.1573 0.2091 -0.4628 -1.0373 0.0713
C 6.6374 0.2292 1.1088 0.4579 -0.1505 0.5146
C 7.8552 0.2242 0.1881 -0.1398 0.1152 0.0438
C 7.3672 1.0932 -0.9703 -0.0252 -0.0875 0.1133
C 5.8750 0.7403 -1.0739 -0.2222 0.3599 -0.7762
C 2.3967 -0.6462 -1.2063 0.0934 -0.1146 -0.0811
C 1.1088 -0.1490 -1.2529 -0.0631 0.0948 0.1899
N -1.5044 1.6584 0.6387 -0.3839 -0.3447 -0.6736
C -0.9920 2.4025 1.7532 0.1528 0.1919 0.4370
N -5.7292 -1.5982 1.5064 0.3525 1.2570 0.1837
O -6.1057 -2.8785 1.2634 -0.2920 -0.7292 -0.4127
H -6.1542 -5.0270 -0.4656 0.0153 -0.0725 -0.0443
H -7.7681 -4.6987 0.1580 -0.0715 -0.0513 -0.0197
H -7.3515 -4.2314 -1.5048 -0.0207 -0.0140 -0.0388
H -6.6706 -1.5014 -1.6295 -0.0759 -0.0220 -0.2180
H -5.2190 0.7856 1.1905 0.0028 0.0572 -0.2033
H -4.8065 2.9909 -1.5022 -0.1363 -0.1160 0.0314
H -6.0539 3.2626 -0.2640 0.0481 -0.0245 -0.0021
H 0.5943 0.2895 2.0753 -0.0388 0.0284 0.0879
H 2.9175 -0.5700 2.1232 -0.0154 0.0110 0.1769
H 6.5958 -0.6109 1.7989 0.1202 0.1672 0.1077
H 6.5766 1.1674 1.6713 0.0353 -0.0899 0.0067
H 8.7486 0.6175 0.6682 0.0576 -0.0381 0.0126
H 8.0480 -0.7923 -0.1564 0.0465 -0.0478 0.0255
H 7.4868 2.1480 -0.7198 0.0316 0.0167 -0.0387
H 7.8953 0.8929 -1.8997 -0.0024 0.0658 -0.0431
H 5.6946 -0.0008 -1.8555 0.0759 0.2230 -0.0683
H 5.2554 1.6201 -1.2699 0.0854 -0.0577 -0.0843
H 2.9168 -0.9534 -2.0995 0.0014 -0.0185 -0.1593
H 0.5802 -0.0484 -2.1874 -0.0121 0.0123 -0.0989
H -1.5070 3.3633 1.7985 0.1226 -0.0210 -0.0053
H -1.1703 1.8711 2.6909 0.0658 0.0543 -0.0210
H 0.0769 2.5681 1.6234 -0.0901 0.0411 0.0374
```
Forces are in eV/Å.

Kohn-Sham gap = 8.790 eV
HOMO = -8.7 eV

Atom charges from the Löwdin analysis, given in e for atoms 1 to 5: -0.002, -0.313, 0.061, -0.301, 0.131

2.
Formula: C19H22N8O
Source: the OMol25 dataset
Level of theory: ωB97M-V with the def2-TZVPD basis set

```
50
Properties=species:S:1:pos:R:3:forces:R:3
C -1.9857 2.4174 3.9194 2.4043 -0.7540 -0.4423
C -0.9861 1.9292 2.8109 -1.6560 1.2971 -0.1546
N 0.2674 2.2682 2.7918 0.9586 -1.0758 -1.3273
N 0.8292 1.7214 1.5950 -0.7173 -0.1116 -0.0275
C 2.3049 1.5321 1.4243 -2.3899 -0.6026 -1.3729
C 2.6848 0.1593 1.7490 0.8662 -1.7312 1.3905
C 2.9444 2.0640 0.1463 2.5924 -3.0591 2.4006
C -0.1758 1.0303 0.9432 1.3082 -1.2000 -2.9257
C -0.2360 0.1501 -0.2256 0.2820 -0.3017 -0.1352
N 0.9367 -0.3763 -0.7624 1.4085 0.2176 0.1770
C 0.9514 -1.6119 -1.5392 1.7878 1.4618 -1.5132
C 2.5110 -1.9064 -1.9845 1.2212 -0.0146 1.0446
N 3.6466 -1.2191 -1.5321 -0.8661 2.0123 1.2569
C 4.7363 -1.6652 -2.1300 -2.8194 -1.7133 -1.0842
N 4.2567 -2.6496 -2.9782 0.2708 -0.7212 0.4471
C 5.0554 -3.5710 -3.8184 1.0321 1.5912 -0.2426
N 2.9262 -2.8801 -2.7618 -0.0313 0.3523 -1.6714
C -1.5418 -0.2618 -0.7690 2.4021 1.1301 1.5693
C -2.6668 0.1298 -0.0649 0.1647 0.8767 3.3299
C -4.1354 -0.0516 -0.5296 1.4685 2.0663 1.7988
C -4.7819 1.3326 -0.3805 -1.4650 -0.9489 0.6513
C -5.9983 1.3768 0.2462 0.7280 1.6132 -0.5551
C -6.5796 0.2619 0.9658 2.2526 -3.6790 -1.7159
N -6.0891 -0.9801 0.8506 -0.1806 1.7390 0.0105
C -4.9506 -1.2292 -0.0476 -1.4259 -0.0020 0.3625
O -4.7547 -2.3328 -0.5148 -0.2128 0.9635 0.8278
N -2.5255 0.7680 1.1475 -2.3643 -0.6057 -1.6337
C -1.3638 1.2115 1.5660 0.0394 0.3546 1.8641
H -2.7530 1.6531 3.8766 -0.7343 0.5551 0.1451
H -2.2684 3.4972 3.8548 -0.0837 -1.1602 -0.2637
H -1.4271 2.2677 4.8686 -0.4846 0.2532 -0.4021
H 2.6462 2.0401 2.2089 1.5274 2.8297 2.9036
H 2.0165 -0.5737 1.4125 -0.7841 -1.0640 -0.9172
H 3.6694 -0.0519 1.4224 0.9602 -0.3525 -0.9564
H 2.7952 -0.0980 2.7991 -0.4596 0.6779 0.5699
H 2.7684 3.0458 0.0861 -0.4754 3.8347 -0.5327
H 4.0789 1.8319 0.2256 -1.8201 0.6644 -0.0512
H 2.6450 1.5648 -0.7046 -0.7650 -0.8028 -1.9455
H 1.9124 0.0206 -0.6443 -2.2067 -0.6253 0.1974
H 0.4494 -2.4260 -1.0410 0.2890 -0.5109 0.4067
H 0.3264 -1.3651 -2.4199 0.7396 -0.7702 -0.2395
H 5.8192 -1.4570 -1.9997 -1.2381 0.1587 -0.0821
H 5.7005 -4.0777 -3.1209 0.5645 -0.3536 -0.0075
H 5.7218 -2.9549 -4.5676 -1.5503 -1.3058 1.3304
H 4.4444 -4.3351 -4.2903 -0.2221 0.4649 -0.1674
H -1.5751 -0.8548 -1.6598 -0.0933 -0.1812 -0.2604
H -3.9411 -0.2498 -1.5258 -0.2981 -0.4006 -2.4584
H -4.2395 2.2330 -0.7636 -0.7317 -1.0088 0.2867
H -6.5864 2.3029 0.3053 0.5928 -0.1754 0.0128
H -7.4827 0.3694 1.5605 0.2149 0.1177 0.1021
```
Forces are in eV/Å.

Kohn-Sham gap = 7.371 eV
HOMO = -7.6 eV
Energy above the lowest of the compared OMol25 structures with the same formula, charge and spin = 82.7 kcal per mole

Atom charges from the Löwdin analysis, given in e for atoms 1 to 5: -0.020, -0.238, 0.152, -0.019, -0.353

3.
Formula: C19H22N8OOsSSe4
Source: the OMol25 dataset
Level of theory: ωB97M-V with the def2-TZVPD basis set

```
56
Properties=species:S:1:pos:R:3:forces:R:3
Os -0.0520 0.6012 0.2552 -0.5863 -0.9589 0.7935
N 2.4193 -1.9128 -0.1703 0.1348 0.0331 0.0575
C 2.9155 -0.6798 -0.0795 0.0443 -0.0651 -0.1372
N 4.2300 -0.5723 -0.0848 0.2450 -0.0894 -0.0218
C 4.7571 0.6482 -0.0395 -0.3553 -0.2286 0.0057
N 6.0697 0.7764 -0.0356 0.0217 0.0191 -0.0453
N 4.0022 1.7781 0.0112 0.0816 0.3081 0.0323
C 2.7203 1.6045 0.0166 0.2554 -0.2138 -0.0428
N 2.0695 0.4067 -0.0286 -0.2637 0.1468 0.0898
C 1.8755 2.8120 0.0764 -0.0123 0.3483 0.0098
C 2.4404 4.0744 0.0826 0.0183 -0.1384 -0.0174
C 1.6117 5.1833 0.1242 -0.1578 0.0060 0.0148
C 0.2417 4.9815 0.1660 0.1661 -0.0025 -0.0123
C -0.2501 3.6904 0.1660 -0.1814 0.1184 -0.0585
N 0.5430 2.6120 0.1202 0.2876 0.2595 -0.0310
H 3.0981 -2.6569 -0.1220 0.0040 -0.0076 -0.0254
H 1.4517 -2.1147 0.0348 -0.0018 0.0223 -0.0314
H 6.6413 -0.0483 -0.1176 0.0471 0.0097 0.0516
H 6.4956 1.6867 0.0080 -0.0177 0.0087 -0.0257
H 3.5162 4.1590 0.0568 0.0011 -0.0027 -0.0245
H 2.0214 6.1840 0.1239 0.0341 -0.0118 0.0115
H -0.4494 5.8111 0.2033 -0.0185 -0.0122 -0.0064
H -1.3149 3.5196 0.2060 0.0227 -0.0860 0.0265
Se -2.4384 1.1398 0.3061 0.5461 0.2565 -0.2166
Se -3.2618 0.6297 2.3844 0.3375 -0.4669 0.5165
Se -1.4772 -0.0630 3.8563 -0.4093 0.2342 -0.4518
Se 0.4793 0.5678 2.9820 -0.2735 -0.0082 -0.6397
C -5.7209 -2.6322 -1.6938 0.0375 0.0666 0.0847
C -4.9443 -2.0297 -0.5257 -0.0096 -0.1277 -0.0473
C -3.6249 -2.7416 -0.2372 -0.2517 0.1257 0.2516
N -2.6560 -2.4968 -1.3055 0.1954 0.0090 -0.0730
C -1.4342 -2.0342 -1.2208 -0.2810 -0.1568 -0.0714
S -0.6612 -1.7479 0.3231 0.1297 0.3457 0.2704
N -0.7037 -1.8420 -2.3341 -0.1619 0.2885 -0.2846
C -1.1441 -1.9519 -3.7235 0.0913 -0.1225 0.2220
O -0.4342 -2.5483 -4.4749 0.0035 0.0639 -0.0564
C -2.4046 -1.2632 -4.0652 -0.0892 0.1685 -0.2211
C -2.8008 -0.0968 -3.4081 0.0187 -0.0030 0.0192
C -3.9417 0.5722 -3.8116 -0.0219 0.0263 0.0516
C -4.6953 0.0846 -4.8732 0.0332 -0.0047 0.0213
C -4.2974 -1.0666 -5.5390 -0.0621 -0.0195 -0.0200
C -3.1480 -1.7325 -5.1490 0.0610 -0.1516 0.0633
H -6.7008 -2.1627 -1.7630 0.0094 -0.0018 -0.1010
H -5.8800 -3.7018 -1.5509 0.0150 -0.0103 -0.0153
H -5.2161 -2.4782 -2.6517 -0.0145 -0.0014 -0.0329
H -5.5529 -2.0894 0.3787 0.0471 -0.0031 0.0152
H -4.7477 -0.9725 -0.7158 0.0212 0.0747 0.0629
H -3.7886 -3.8197 -0.1775 0.0617 -0.0011 0.0017
H -3.1977 -2.4141 0.7076 0.0934 0.0521 -0.0452
H -3.0090 -2.6991 -2.2350 0.0428 0.0060 -0.0272
H 0.3018 -1.8421 -2.2353 0.0401 -0.0385 0.0940
H -2.1921 0.3186 -2.6140 0.0052 -0.0738 0.0582
H -4.2393 1.4802 -3.3030 -0.0032 0.0084 -0.0460
H -5.5828 0.6145 -5.1922 -0.0161 -0.0196 0.0123
H -4.8811 -1.4438 -6.3674 0.0173 0.0161 -0.0157
H -2.8186 -2.6192 -5.6754 0.0178 0.0053 0.0068
```
Forces are in eV/Å.

Kohn-Sham gap (spin up / spin down) = 7.172 / 5.899 eV
HOMO (spin up / spin down) = -13.6 / -13.9 eV
Charge = +2
Multiplicity = 5
Energy above the lowest of the compared OMol25 structures with the same formula, charge and spin = 9.1 kcal per mole

Atom charges from the Löwdin analysis, given in e for atoms 1 to 5: 0.770, 0.176, -0.422, 0.194, -0.397

4.
Formula: C19H23BBr2F7N2O6S2
Source: the OMol25 dataset
Level of theory: ωB97M-V with the def2-TZVPD basis set

```
62
Properties=species:S:1:pos:R:3:forces:R:3
C -2.8763 -3.2254 0.6182 -0.0455 -0.0285 0.3510
C -2.2416 -1.9139 1.1175 -0.1679 0.2510 -0.2101
C -1.2137 -1.3836 0.1148 -0.2015 -0.0765 -0.3957
N -0.3865 -0.2974 0.7320 -0.1225 -0.1347 0.1670
C 0.7698 -0.6767 1.7310 0.1717 -0.5882 -0.2562
S 1.1437 -2.4380 1.8959 -0.0093 0.0026 -0.5861
B 0.3039 -0.1391 3.2341 0.5387 0.7692 0.0633
C -0.6728 1.1022 3.4624 0.0476 -0.1482 -0.2198
O 0.6449 -0.9137 4.2994 -0.6269 -0.4256 -0.1181
C 2.0563 0.0697 1.1940 0.0521 0.5374 0.6403
S 2.6394 0.8497 2.7941 -0.3121 0.1879 -0.0216
C 3.2456 -0.7228 0.5831 -0.0109 -0.3707 -0.4474
Br 4.9670 -0.2246 1.1986 0.1869 0.0804 0.0050
C 3.2199 -1.6390 -0.4066 -0.3994 0.3008 0.3530
C 2.0434 -2.1034 -1.1971 -0.1598 0.1412 0.1456
Br 4.7580 -2.5084 -1.0176 0.3160 -0.1514 -0.0073
C 1.5318 1.2436 0.2290 0.3277 -0.5797 -0.4935
C 1.8834 2.6466 0.7281 -0.6601 0.1538 0.1551
C 1.4127 3.8717 -0.0785 0.2717 0.0300 0.0217
F 0.3645 4.4943 0.6071 0.2982 -0.3062 -0.2581
O 2.1354 1.0318 -1.0927 -0.1863 0.2959 0.0973
C 3.1568 1.7724 -1.4070 -1.8644 -1.5131 0.6978
N 4.0378 2.4242 -1.6922 1.8262 1.3566 -0.6237
C -0.0054 0.9915 -0.0476 0.0984 0.3554 0.4478
O -0.8058 1.9674 0.5114 -0.0178 -0.3469 0.1102
C -0.3969 1.2173 -1.6220 0.4690 -1.6999 0.2209
O -0.7738 2.3007 -1.8204 -0.5878 1.8123 -0.2978
C -0.2497 0.3625 -2.9642 0.1574 0.0226 -0.4567
F -0.2582 1.3034 -3.9374 0.1463 -0.5919 0.4897
F 0.9429 -0.2766 -2.9880 -0.4290 0.2831 -0.1799
C -1.3046 -0.7119 -3.4369 0.2070 -0.0875 -0.4747
F -1.0864 -1.8588 -2.7375 -0.0920 0.4605 -0.1549
F -0.9828 -0.9523 -4.7258 -0.0734 -0.0787 0.6677
C -2.8575 -0.3590 -3.4044 -0.0892 -0.3591 -0.2914
F -3.2867 -0.2460 -4.6695 0.1247 -0.1473 0.6488
F -3.4885 -1.4305 -2.8072 0.1482 0.2452 -0.3162
C -3.2755 0.9204 -2.6412 -0.0947 -1.1653 0.2453
O -3.2160 1.9724 -3.1450 0.0978 1.2951 -0.5309
O -3.6695 0.6988 -1.3772 -0.0096 -0.0490 0.3589
H -3.9500 -3.1093 0.4626 0.1313 -0.0126 -0.1167
H -2.7584 -4.0187 1.3588 0.0515 0.0406 -0.1305
H -2.4153 -3.5635 -0.3102 -0.0857 -0.0141 -0.0095
H -1.8132 -2.0202 2.1167 0.0880 -0.1300 -0.0966
H -3.0205 -1.1457 1.2127 0.0977 -0.0352 0.1058
H -0.5943 -2.1597 -0.3161 0.1880 -0.0210 0.1788
H -1.7720 -0.9096 -0.6937 0.1731 -0.0268 0.0212
H -1.0846 0.0909 1.3696 0.0937 0.3303 -0.1140
H 0.1477 -2.7315 2.7369 0.0532 0.0197 0.1546
H -0.1191 2.0300 3.2776 -0.0852 -0.0017 0.0739
H -1.5801 1.1432 2.8539 -0.0850 0.0089 0.0878
H -0.9957 1.1557 4.5030 -0.0036 -0.0120 -0.0118
H 0.0726 -0.7654 5.0634 0.3508 0.1216 0.0608
H 3.0553 -0.3022 3.3330 -0.0271 -0.1276 -0.0133
H 1.7453 -3.1112 -0.9083 0.0067 -0.0020 0.0579
H 1.2126 -1.4149 -1.0868 -0.1124 -0.1209 0.0820
H 2.3107 -2.1321 -2.2523 -0.0439 0.0601 0.0453
H 1.4300 2.7707 1.7159 0.1628 0.0477 0.0689
H 2.9602 2.6879 0.8937 0.0218 -0.0941 -0.0808
H 2.2354 4.5857 -0.1550 -0.1356 -0.0230 0.0999
H 1.0934 3.6333 -1.0921 -0.1857 0.0237 0.0866
H -0.4532 2.2987 1.3456 0.0611 0.1833 -0.0395
H -3.9158 -0.2318 -1.2634 -0.0414 0.0526 -0.0569
```
Forces are in eV/Å.

Kohn-Sham gap = 8.632 eV
HOMO = -12.2 eV
Charge = +1

Atom charges from the Löwdin analysis, given in e for atoms 1 to 5: -0.054, -0.202, -0.150, 0.038, -0.527

Which formula does entry 3 have?
C19H22N8OOsSSe4

Which formula does entry 2 have?
C19H22N8O